Density functional theory data (ωB97M-V/def2-TZVPD) for a molecular structure, C29H33BGeN9O2RhS.

Properties
HOMO (spin up / spin down) (eV): -9.1 / -10.7
Maximum force (Eh/bohr): 0.01428
E (eV): -119143.0357
Charge: +1
Orbital gap (spin up / spin down) (eV): 6.1 / 4.8
⟨S²⟩: 8.785
ΔE to the lowest compared entry with this formula, charge and spin (kcal per mole): 1.0
Multiplicity: 6

Last column: Löwdin charge in e.
Atoms and positions in Å:
Rh  0.199  -0.256  0.019  0.904
B  1.167  1.661  3.092  -0.394
N  1.981  0.436  2.557  -0.066
C  3.178  0.118  3.058  -0.083
C  3.595  -1.087  2.520  -0.045
C  2.563  -1.443  1.665  -0.166
N  1.589  -0.526  1.705  -0.099
N  -0.223  1.908  2.374  -0.058
C  -1.076  2.827  2.842  -0.084
C  -2.244  2.789  2.101  -0.044
C  -2.011  1.784  1.170  -0.185
N  -0.792  1.263  1.341  -0.083
H  1.843  2.648  2.950  0.063
H  0.911  1.474  4.255  0.073
H  3.643  0.759  3.786  0.129
H  4.511  -1.612  2.713  0.098
H  2.473  -2.291  1.004  0.109
H  -0.803  3.426  3.693  0.130
H  -3.129  3.383  2.234  0.101
H  -2.653  1.400  0.394  0.093
N  -1.038  -1.609  1.893  0.000
N  -1.792  -2.704  1.482  -0.063
C  -1.747  -3.083  0.194  -0.800
N  -2.418  -4.195  -0.130  0.107
S  -0.917  -2.237  -1.022  0.735
H  -0.230  -1.886  2.445  0.096
H  -1.605  -0.934  2.394  0.100
H  -2.233  -3.295  2.174  0.158
H  -2.987  -4.697  0.531  0.118
H  -2.436  -4.482  -1.094  0.104
C  -2.500  1.114  -2.629  -0.226
Ge  -0.701  1.636  -2.051  0.979
C  0.306  2.240  -3.627  -0.292
C  -0.350  2.325  -4.855  -0.104
C  0.318  2.736  -5.999  -0.081
C  1.666  3.054  -5.941  -0.081
C  2.339  2.964  -4.730  -0.075
C  1.663  2.560  -3.589  -0.111
C  -0.909  3.439  -1.138  -0.162
C  -2.058  4.228  -1.388  -0.048
C  -2.220  5.486  -0.853  -0.023
C  -1.215  6.047  -0.062  0.042
C  -0.044  5.329  0.204  -0.166
C  0.982  5.884  0.989  0.041
C  2.139  5.163  1.256  -0.019
C  2.280  3.877  0.763  -0.019
C  1.270  3.309  -0.017  0.006
C  0.106  4.015  -0.328  -0.180
H  -2.996  1.928  -3.157  0.017
H  -3.127  0.797  -1.798  0.009
H  -2.374  0.271  -3.305  0.025
H  -1.397  2.063  -4.936  0.093
H  -0.214  2.801  -6.939  0.106
H  2.191  3.368  -6.834  0.106
H  3.392  3.205  -4.674  0.107
H  2.219  2.500  -2.660  0.093
H  -2.837  3.830  -2.024  0.099
H  -3.119  6.053  -1.050  0.119
H  -1.333  7.043  0.344  0.128
H  0.857  6.880  1.392  0.128
H  2.918  5.601  1.864  0.122
H  3.156  3.283  0.979  0.120
H  1.415  2.295  -0.371  0.061
C  1.868  -1.009  -5.117  0.004
N  2.310  -0.656  -3.776  -0.041
C  3.636  -0.479  -3.484  -0.047
C  4.048  -0.052  -2.284  0.018
C  3.052  0.271  -1.275  -0.522
O  3.309  0.867  -0.237  0.012
N  1.749  -0.107  -1.554  0.035
C  1.358  -0.476  -2.801  -0.605
O  0.159  -0.607  -3.083  -0.142
H  2.691  -0.835  -5.805  0.093
H  1.025  -0.379  -5.392  0.088
H  1.563  -2.053  -5.164  0.100
H  4.319  -0.677  -4.299  0.132
H  5.088  0.126  -2.069  0.114

---

Density functional theory data (ωB97M-V/def2-TZVPD) for a single C5H8O molecule in a non-equilibrium geometry.

Properties
HOMO (eV): -9.3
Maximum force (Eh/bohr): 0.03351
E (eV): -7360.6155
Structure (SMILES): O[C@@H]1C=CCC1
Orbital gap (eV): 10.3
ΔE to the lowest compared entry with this formula, charge and spin (kcal per mole): 37.8

Last column: Löwdin charge in e.
Atoms and positions in Å:
O  1.513  -1.304  0.886  -0.036
C  0.894  -0.734  -0.265  -0.403
C  0.996  0.766  -0.260  -0.063
C  -0.097  1.383  0.190  -0.117
C  -1.326  0.535  0.117  -0.141
C  -0.637  -0.926  -0.352  -0.083
H  1.180  -0.833  1.662  0.093
H  1.481  -1.172  -1.084  0.142
H  1.884  1.280  -0.593  0.102
H  -0.057  2.381  0.623  0.102
H  -1.933  0.744  -0.764  0.088
H  -2.026  0.816  0.955  0.109
H  -0.831  -1.173  -1.419  0.111
H  -1.013  -1.751  0.249  0.096

---

Density functional theory data (ωB97M-V/def2-TZVPD) for a single C2H5ClN2O molecule in a non-equilibrium geometry.

Properties
HOMO (eV): -9.3
Maximum force (Eh/bohr): 0.08983
E (eV): -19702.7131
Structure (SMILES): O[C@H]1NN[C@@H]1Cl
Orbital gap (eV): 10.2
ΔE to the lowest compared entry with this formula, charge and spin (kcal per mole): 46.9

Last column: Löwdin charge in e.
Atoms and positions in Å:
O  -1.138  -1.420  0.205  -0.011
C  -0.249  -0.679  -0.540  -0.343
N  -0.812  0.732  -0.531  -0.028
N  0.178  1.239  0.339  -0.052
C  0.890  -0.041  0.419  -0.597
Cl  2.575  -0.203  -0.249  0.541
H  -1.711  -0.770  0.649  0.106
H  0.169  -1.202  -1.351  0.117
H  -0.667  1.290  -1.457  0.149
H  -0.153  1.531  1.188  0.070
H  0.918  -0.478  1.328  0.049

---

Density functional theory data (ωB97M-V/def2-TZVPD) for a single C3H4N2O2 molecule in a non-equilibrium geometry.

Properties
HOMO (eV): -10.2
Maximum force (Eh/bohr): 0.13879
E (eV): -10244.3628
Structure (SMILES): CO/C(C#N)=N\O
Orbital gap (eV): 10.4
ΔE to the lowest compared entry with this formula, charge and spin (kcal per mole): 182.2

Last column: Löwdin charge in e.
Atoms and positions in Å:
C  1.058  -1.307  0.030  -0.018
O  -0.434  -1.056  -0.166  -0.074
C  -0.795  0.141  -0.087  -0.560
C  -2.265  0.098  -0.250  -0.086
N  -3.391  0.283  0.122  0.160
N  -0.368  1.292  -0.200  0.072
O  0.987  1.836  -0.063  -0.131
H  1.561  -0.248  -0.586  0.158
H  1.474  -2.290  -0.615  0.122
H  1.251  -1.529  1.327  0.169
H  0.923  2.782  0.489  0.190